{
  "formula": "C5H11O2Si",
  "method": "wB97M-V/def2-TZVPD",
  "symbols": ["C", "C", "C", "C", "C", "O", "O", "Si", "H", "H", "H", "H", "H", "H", "H", "H", "H", "H", "H"],
  "positions_angstrom": [[3.52, -0.62, -0.49], [-1.63, -2.30, -0.68], [1.56, 0.14, 1.85], [1.40, 2.11, -0.56], [-1.27, -1.09, 0.10], [4.32, 0.27, -0.69], [3.60, -1.79, -0.27], [1.64, 0.28, -0.13], [-2.66, -2.21, -1.01], [-1.03, -2.30, -1.65], [-1.51, -3.36, -0.31], [0.59, 0.75, 2.09], [1.28, -0.79, 2.25], [2.42, 0.48, 2.51], [1.75, 2.42, -1.56], [0.37, 2.47, -0.59], [2.01, 2.80, 0.08], [-1.03, -1.30, 1.14], [-0.49, -0.44, -0.39]],
  "nbo_charge": [0.632, -0.692, -1.105, -1.162, -0.423, -0.714, -0.706, 0.943, 0.200, 0.210, 0.194, 0.197, 0.218, 0.220, 0.233, 0.223, 0.227, 0.157, 0.148],
  "homo_lumo_gap_ha": [0.20688, 0.26045],
  "total_charge": -1,
  "e_above_lowest_kj_mol": 466.0,
  "molar_mass_g_mol": 131.23,
  "lumo_energy_ev": [3.2, 3.6],
  "total_energy_ev": -17333.5032,
  "max_force_ev_per_a": 2.93
}